{"formula": "C11H21FN3O5S2", "method": "ωB97M-V with the def2-TZVPD basis set", "symbols": ["O", "S", "O", "F", "N", "S", "O", "O", "C", "C", "C", "O", "H", "H", "H", "H", "H", "H", "H", "C", "C", "C", "C", "N", "H", "H", "H", "H", "H", "H", "H", "C", "C", "C", "C", "N", "H", "H", "H", "H", "H", "H", "H"], "positions_angstrom": [[-0.632, 4.820, 1.153], [-1.441, 3.640, 1.237], [-2.863, 3.796, 1.293], [-1.204, 2.958, -0.220], [-0.960, 2.577, 2.258], [0.192, 1.510, 2.002], [0.483, 0.865, 3.263], [1.302, 2.051, 1.254], [-0.595, 0.237, 1.014], [0.411, -0.730, 0.369], [0.616, -0.433, -1.111], [1.519, 0.652, -1.238], [-1.207, 0.698, 0.241], [-1.262, -0.283, 1.698], [0.031, -1.750, 0.471], [1.375, -0.684, 0.879], [-0.352, -0.135, -1.535], [0.977, -1.316, -1.649], [2.134, 0.488, -1.954], [-1.243, -5.861, 2.510], [-2.109, -6.080, 1.277], [-1.908, -4.992, 0.216], [-2.249, -3.661, 0.722], [-2.503, -2.612, 1.117], [-1.491, -4.921, 3.003], [-1.385, -6.666, 3.231], [-0.184, -5.830, 2.245], [-3.163, -6.109, 1.560], [-1.876, -7.044, 0.819], [-2.523, -5.185, -0.664], [-0.866, -4.969, -0.110], [2.899, 3.683, -1.123], [1.998, 4.567, -1.977], [0.886, 3.759, -2.653], [1.402, 2.717, -3.544], [1.789, 1.809, -4.138], [3.417, 2.943, -1.737], [3.655, 4.283, -0.613], [2.323, 3.144, -0.367], [2.580, 5.097, -2.736], [1.520, 5.321, -1.351], [0.210, 4.396, -3.227], [0.297, 3.250, -1.884]], "forces_ev_per_angstrom": [[-0.0984, -0.0465, -0.0243], [0.1485, 0.1673, 0.0097], [0.0968, 0.1022, 0.0237], [-0.0679, -0.0454, 0.0391], [-0.3232, -0.1664, -0.0575], [0.0305, -0.1252, 0.0433], [0.0959, 0.1647, -0.0654], [-0.0352, -0.0300, 0.1666], [0.1181, -0.2049, -0.0927], [-0.1777, -0.0235, 0.0035], [0.0330, 0.1860, 0.2403], [0.1765, -0.0064, -0.0607], [0.0393, 0.1537, 0.1106], [0.0117, 0.0642, 0.0650], [-0.0481, 0.0435, 0.0301], [-0.0036, -0.0299, -0.0264], [0.0327, -0.1801, -0.1747], [0.0366, 0.0071, 0.0420], [-0.1155, 0.0362, -0.2393], [-0.0167, -0.0181, 0.0130], [0.0135, 0.0101, 0.0332], [-0.0141, -0.0263, 0.0330], [0.0006, 0.2464, -0.0055], [-0.0454, -0.2697, -0.0301], [0.0120, 0.0075, -0.0124], [0.0040, 0.0052, 0.0010], [-0.0021, 0.0031, -0.0019], [0.0012, -0.0034, -0.0052], [-0.0043, 0.0106, -0.0214], [0.0183, -0.0052, -0.0022], [-0.0084, 0.0101, -0.0071], [-0.0404, 0.0116, 0.0586], [0.1056, -0.0371, 0.0166], [-0.0637, -0.0079, 0.0049], [0.0423, -0.5614, 0.1393], [-0.0212, 0.4596, -0.0758], [0.0239, 0.0033, -0.0281], [0.0092, 0.0123, -0.0037], [0.0486, 0.0702, -0.0775], [-0.0051, 0.0033, -0.0192], [-0.0523, -0.0343, 0.0122], [0.0138, 0.0306, 0.0297], [0.0309, 0.0128, -0.0841]], "total_charge": -1, "homo_lumo_gap_ev": 8.2, "e_tot_ha": -1868.50979, "homo_ev": -5.97}